Record 1
# C14H22BN3O4

2 unconnected molecules or ions with the total composition C14H22BN3O4 at a distorted geometry (ωB97M-V/def2-TZVPD, the OMol25 dataset).

The geometry in XYZ format:
```
44
C14H22BN3O4 | the OMol25 dataset | ωB97M-V/def2-TZVPD
O 7.260 -2.632 3.854
B 6.951 -2.177 2.564
O 6.744 -3.101 1.509
O 6.796 -0.735 2.268
N 5.450 -0.561 2.128
C 4.883 -0.538 0.859
C 3.436 -0.390 0.729
C 2.609 -0.267 1.961
C 1.066 -0.135 1.924
C 0.284 0.143 3.147
C -1.160 0.295 3.005
N -1.813 0.180 1.793
C -1.130 -0.118 0.638
C 0.319 -0.283 0.653
C 3.274 -0.255 3.277
C 4.731 -0.413 3.289
H 6.479 -3.172 4.106
H 5.786 -3.182 1.339
H 5.592 -0.646 0.007
H 2.961 -0.381 -0.282
H 0.758 0.238 4.149
H -1.766 0.528 3.909
H -2.826 0.324 1.770
H -1.735 -0.227 -0.303
H 0.890 -0.503 -0.275
H 2.747 -0.140 4.248
H 5.230 -0.410 4.295
C -5.256 1.738 -4.530
C -5.150 1.836 -3.012
C -3.713 1.660 -2.484
O -3.254 0.309 -2.463
C -2.749 -0.161 -3.706
N -6.073 0.869 -2.406
H -5.174 0.711 -4.890
H -6.222 2.116 -4.866
H -4.479 2.333 -5.017
H -5.478 2.842 -2.730
H -3.697 1.991 -1.439
H -3.005 2.301 -3.023
H -2.237 0.625 -4.266
H -3.555 -0.589 -4.304
H -2.035 -0.961 -3.499
H -6.069 0.998 -1.397
H -5.668 -0.058 -2.531
```

**E**: -28194.6029 eV
**Maximum force**: 3.45 eV/A
**Total charge**: +2
**HOMO energy**: -13.0 eV


Record 2
# C14H22Cl3N5O3

7 unconnected molecules or ions with the total composition C14H22Cl3N5O3 at a distorted geometry (ωB97M-V/def2-TZVPD, the OMol25 dataset).

The geometry in XYZ format:
```
47
C14H22Cl3N5O3 | the OMol25 dataset | ωB97M-V/def2-TZVPD
C 1.263 5.417 -0.311
C 1.421 5.344 1.129
N 1.580 5.283 2.277
H 0.236 5.671 -0.576
H 1.533 4.425 -0.671
H 1.980 6.124 -0.729
C 2.149 -3.347 3.235
C 1.431 -3.836 2.071
N 0.899 -4.146 1.157
H 3.170 -3.028 3.023
H 2.126 -4.140 3.983
H 1.610 -2.479 3.614
C 3.005 -1.079 -0.217
C 4.021 -0.198 -0.900
N 4.820 0.538 -1.375
H 3.224 -1.295 0.828
H 2.891 -1.946 -0.868
H 2.044 -0.564 -0.231
C -1.484 -0.634 3.140
C -0.085 -0.522 2.695
N 1.028 -0.401 2.327
H -2.099 0.141 2.681
H -1.407 -0.587 4.226
H -1.738 -1.587 2.675
C -6.003 -3.559 -0.383
C -6.426 -2.115 -0.538
N -6.876 -1.084 -0.684
H -4.969 -3.747 -0.670
H -6.690 -4.101 -1.034
H -6.265 -3.972 0.591
C 0.018 1.807 -0.696
O -0.608 0.754 -0.082
C -0.923 -0.340 -0.828
O -0.858 -0.481 -2.051
O -1.403 -1.235 -0.044
C -1.639 -2.558 -0.528
H 1.100 1.677 -0.679
H -0.004 2.663 -0.022
H -0.375 2.109 -1.667
H -2.250 -3.002 0.258
H -0.630 -2.968 -0.564
H -2.152 -2.798 -1.460
C 2.592 3.950 -4.498
Cl 2.219 3.135 -2.930
Cl 4.023 3.232 -5.262
Cl 2.777 5.736 -4.282
H 1.727 3.744 -5.129
```

**Multiplicity**: 2
**ΔE to the lowest compared entry with this formula, charge and spin**: 1.2 kcal/mol
**E**: -66021.3172 eV
**Maximum force**: 6.89 eV/A
**Total charge**: +1
**HOMO energy (alpha / beta)**: -13.4 / -13.4 eV


Record 3
# C14H22Cl4O6

5 unconnected molecules or ions with the total composition C14H22Cl4O6 at a distorted geometry (ωB97M-V/def2-TZVPD, the OMol25 dataset).

The geometry in XYZ format:
```
46
C14H22Cl4O6 | the OMol25 dataset | ωB97M-V/def2-TZVPD
C -2.981 2.834 1.342
Cl -3.716 1.907 0.039
Cl -4.044 3.516 2.582
H -2.270 2.195 1.832
H -2.429 3.653 0.896
C 1.765 0.443 0.103
Cl 2.067 -1.230 -0.377
Cl 0.072 0.899 -0.212
H 1.907 0.533 1.160
H 2.392 1.073 -0.522
O -1.512 -3.127 -4.468
C -1.879 -3.028 -3.303
O -3.142 -3.215 -3.037
C -3.347 -2.999 -1.652
C -2.098 -2.406 -1.063
C -1.036 -2.735 -2.050
H -3.622 -3.983 -1.264
H -4.207 -2.349 -1.477
H -1.898 -2.833 -0.078
H -2.268 -1.321 -0.976
H -0.440 -3.615 -1.797
H -0.263 -1.977 -2.287
O 3.917 5.993 0.147
C 3.404 5.240 -0.641
O 3.533 5.436 -2.001
C 2.655 4.547 -2.735
C 2.302 3.350 -1.700
C 2.418 4.170 -0.384
H 3.182 4.289 -3.638
H 1.797 5.168 -3.039
H 3.101 2.652 -1.733
H 1.401 2.817 -1.987
H 2.591 3.759 0.568
H 1.500 4.745 -0.155
O 1.151 -0.513 3.085
C 0.783 -1.629 2.959
O 1.590 -2.644 3.027
C 0.902 -3.846 2.653
C -0.572 -3.568 2.999
C -0.681 -2.086 2.811
H 1.396 -4.676 3.065
H 1.002 -3.957 1.553
H -0.820 -3.898 4.020
H -1.210 -4.109 2.288
H -1.251 -1.621 3.604
H -1.145 -1.855 1.847
```

**SMILES**: O=C1CCCO1.O=C1CCCO1.O=C1CCCO1.ClCCl.ClCCl
**ΔE to the lowest compared entry with this formula, charge and spin**: 0.0 kcal/mol
**E**: -77249.3238 eV
**Maximum force**: 4.26 eV/A
**Total charge**: 0
**HOMO energy**: -10.1 eV


Record 4
# C14H22ClCrO2P

A molecular structure, C14H22ClCrO2P at a distorted geometry (ωB97M-V/def2-TZVPD, the OMol25 dataset).

The geometry in XYZ format:
```
41
C14H22ClCrO2P | the OMol25 dataset | ωB97M-V/def2-TZVPD
Cl 0.715 3.865 -1.118
C -2.014 0.297 -2.139
C -1.184 -0.893 -2.063
C 0.073 -0.591 -2.711
H -1.504 -1.875 -1.733
C -0.009 0.749 -3.251
C -1.293 1.287 -2.874
H -1.651 2.272 -3.218
H -3.047 0.376 -1.797
H 0.896 -1.278 -2.901
C 0.994 1.404 -4.144
Cr -0.182 0.765 -1.073
C 1.659 1.320 -0.828
O 2.795 1.418 -0.590
C -0.978 2.320 -0.097
O -1.661 2.818 0.698
H 2.012 1.252 -3.768
H 0.803 2.483 -4.192
H 0.925 0.978 -5.154
C 2.236 -1.886 0.740
C 0.714 -1.909 0.846
P -0.128 -0.280 0.885
C -1.861 -0.687 1.335
C -2.049 -1.179 2.767
C 0.654 0.706 2.195
C 0.920 -0.031 3.506
H 2.573 -1.604 -0.266
H 2.623 -2.894 0.947
H 2.705 -1.193 1.453
H 0.284 -2.436 -0.019
H 0.388 -2.454 1.744
H -2.472 0.206 1.137
H -2.194 -1.453 0.618
H -2.006 -0.354 3.486
H -3.035 -1.646 2.869
H -1.303 -1.929 3.049
H 1.589 1.092 1.761
H 0.017 1.590 2.347
H 1.403 -1.005 3.347
H 1.592 0.570 4.129
H 0.002 -0.193 4.079
```

**ΔE to the lowest compared entry with this formula, charge and spin**: 19.4 kcal/mol
**E**: -69145.0982 eV
**Maximum force**: 7.61 eV/A
**Total charge**: +4
**HOMO energy (alpha / beta)**: -25.0 / -25.0 eV


Record 5
# C14H22ClN2S4Sn

A molecular structure, C14H22ClN2S4Sn at a distorted geometry (ωB97M-V/def2-TZVPD, the OMol25 dataset).

The geometry in XYZ format:
```
44
C14H22ClN2S4Sn | the OMol25 dataset | ωB97M-V/def2-TZVPD
Sn -0.329 -0.233 -1.135
C -1.089 1.670 2.927
C -0.491 0.280 2.923
S 0.566 -0.197 1.503
C 1.869 1.085 1.427
C 1.526 2.449 0.856
S 0.632 2.418 -0.746
C -0.754 3.595 -0.502
C -1.426 3.635 0.856
S -2.079 2.025 1.424
H -0.325 2.432 3.044
H -1.774 1.742 3.772
H -1.276 -0.473 2.915
H 0.123 0.129 3.811
H 2.623 0.606 0.803
H 2.261 1.204 2.437
H 2.458 2.981 0.671
H 0.929 3.038 1.542
H -1.467 3.301 -1.271
H -0.356 4.582 -0.742
H -2.292 4.296 0.770
H -0.777 4.040 1.631
N 4.878 0.592 -1.312
C 4.289 -0.615 -1.301
N 5.008 -1.682 -0.945
S 2.657 -0.765 -1.639
H 5.881 0.678 -1.266
H 4.362 1.356 -1.720
H 6.002 -1.642 -0.797
H 4.560 -2.582 -0.935
Cl -2.212 -6.348 -2.001
C -2.389 -4.659 -1.692
C -2.601 -3.778 -2.741
C -2.708 -2.422 -2.494
C -2.623 -1.911 -1.195
C -2.646 -0.452 -0.915
C -2.394 -2.821 -0.161
C -2.289 -4.177 -0.396
H -2.680 -4.156 -3.749
H -2.892 -1.747 -3.320
H -3.081 -0.248 0.064
H -3.224 0.088 -1.667
H -2.327 -2.453 0.853
H -2.126 -4.864 0.419
```

**ΔE to the lowest compared entry with this formula, charge and spin**: 0.4 kcal/mol
**E**: -79544.6072 eV
**Maximum force**: 1.41 eV/A
**Total charge**: +1
**HOMO energy**: -10.1 eV


Record 6
# C14H22F6HgN10O6SSb

A molecular structure, C14H22F6HgN10O6SSb at a distorted geometry (ωB97M-V/def2-TZVPD, the OMol25 dataset).

The geometry in XYZ format:
```
61
C14H22F6HgN10O6SSb | the OMol25 dataset | ωB97M-V/def2-TZVPD
Hg -0.648 0.377 -0.224
N -0.411 0.220 2.180
C 0.875 0.787 2.596
C 1.354 0.298 3.959
C 1.404 -1.220 4.135
C 2.722 -1.896 3.771
N 3.013 -1.957 2.345
C 2.307 -2.676 1.459
N 1.648 -3.772 1.818
N 2.386 -2.351 0.172
C 1.986 0.631 1.501
O 3.161 0.779 1.885
O 1.626 0.337 0.322
H -1.193 0.677 2.632
H -0.471 -0.774 2.362
H 0.737 1.869 2.670
H 0.681 0.713 4.714
H 2.341 0.731 4.140
H 0.594 -1.703 3.578
H 1.230 -1.435 5.191
H 2.724 -2.904 4.192
H 3.551 -1.358 4.227
H 3.419 -1.102 1.976
H 1.551 -4.018 2.785
H 0.965 -4.159 1.165
H 2.497 -1.368 -0.047
H 1.736 -2.855 -0.440
N -0.582 -1.621 -3.100
C -0.497 -0.373 -3.537
N -0.495 -0.112 -4.853
C -0.338 1.165 -5.164
N -0.266 1.482 -6.480
N -0.233 2.194 -4.294
C -0.310 1.837 -3.026
N -0.392 0.587 -2.591
C -0.487 2.956 -2.003
C -0.835 4.254 -2.459
C -1.354 5.182 -1.541
C -1.508 4.823 -0.243
C -1.038 3.494 0.253
N -0.449 2.628 -0.753
H -0.755 -2.388 -3.727
H -0.651 -1.797 -2.096
H -0.551 0.776 -7.134
H -0.354 2.451 -6.724
H -0.785 4.464 -3.517
H -1.693 6.150 -1.887
H -2.010 5.450 0.485
H -0.285 3.661 1.027
F -0.595 -1.968 -0.110
Sb -1.660 -4.170 -0.268
F -1.165 -4.255 1.699
F -3.592 -4.296 -0.674
F 0.313 -4.511 -0.431
F -1.455 -4.170 -2.212
F -1.734 -6.067 -0.191
O -4.495 2.132 0.801
S -3.300 2.027 0.025
O -2.118 2.779 0.965
O -2.837 0.627 -0.077
O -3.278 2.739 -1.226
```

**ΔE to the lowest compared entry with this formula, charge and spin**: 93.4 kcal/mol
**E**: -79921.9387 eV
**Maximum force**: 1.48 eV/A
**Total charge**: -1
**HOMO energy (alpha / beta)**: -6.7 / -4.6 eV


Record 7
# C14H22N2O3S

A molecular structure, C14H22N2O3S at a distorted geometry (ωB97M-V/def2-TZVPD, the OMol25 dataset).

The geometry in XYZ format:
```
42
C14H22N2O3S | the OMol25 dataset | ωB97M-V/def2-TZVPD
C -5.046 -1.477 0.670
H -5.206 -0.733 -0.155
C -3.983 -0.821 1.604
C -2.732 -0.542 1.022
C -2.859 0.490 -0.074
N -1.624 1.012 -0.282
C -1.278 1.035 -1.453
O -1.928 0.898 -2.680
C 0.211 1.627 -1.909
H 0.495 1.593 -2.895
H 0.846 1.027 -1.368
C 0.500 3.041 -1.256
N 1.882 2.662 -0.539
S 1.854 2.075 1.054
O 0.469 1.861 1.380
O 2.744 2.563 1.990
C 2.439 0.208 0.583
C 3.628 0.211 0.059
C 4.233 -0.870 -0.479
C 3.310 -2.066 -0.138
C 2.029 -1.986 0.219
C 1.485 -0.647 0.861
H 0.620 -0.511 1.201
H 1.392 -2.806 0.615
C 3.855 -3.287 -0.905
H 3.124 -4.112 -0.908
H 4.522 -3.560 -1.529
H 4.469 -3.731 0.122
H 5.033 -1.106 -0.739
H 4.296 1.117 -0.062
H 2.322 3.843 -0.316
H -0.233 3.224 -0.600
H 0.749 3.760 -1.892
H -0.936 1.221 0.380
H -3.441 1.434 0.568
H -3.381 0.593 -0.792
H -2.093 -0.217 1.694
H -2.345 -1.343 0.798
H -4.618 0.002 2.124
H -4.094 -1.536 2.500
H -5.932 -1.900 1.220
H -4.779 -2.246 0.308
```

**ΔE to the lowest compared entry with this formula, charge and spin**: 373.2 kcal/mol
**E**: -34817.3936 eV
**Maximum force**: 18.24 eV/A
**Total charge**: 0
**HOMO energy**: -8.4 eV


Record 8
# C14H22N2O3Si2

A molecular structure, C14H22N2O3Si2 at a distorted geometry (ωB97M-V/def2-TZVPD, the OMol25 dataset).

The geometry in XYZ format:
```
43
C14H22N2O3Si2 | the OMol25 dataset | ωB97M-V/def2-TZVPD
O 3.645 0.105 4.763
C 2.964 0.070 3.758
O 3.118 -0.947 2.858
C 1.901 1.087 3.418
C 1.055 1.519 4.617
C -0.355 0.895 4.701
Si -0.421 -0.975 4.531
O -1.904 -1.524 4.009
Si -2.510 -0.861 2.610
H 2.965 -0.627 1.968
H 1.305 0.743 2.582
H 2.446 1.958 3.069
H 1.591 1.321 5.535
H 0.928 2.591 4.543
H -0.746 1.120 5.689
H -0.995 1.421 4.000
H 0.657 -1.451 3.644
H -0.184 -1.561 5.868
H -3.551 0.131 2.967
H -3.141 -1.876 1.750
H -1.456 -0.139 1.866
N -0.273 -1.282 -0.578
C -0.186 -2.510 -0.071
C 0.132 -3.633 -0.818
C 0.367 -3.472 -2.173
C 0.277 -2.203 -2.719
C -0.042 -1.143 -1.883
H -0.377 -2.592 0.995
H 0.193 -4.605 -0.348
H 0.616 -4.324 -2.794
H 0.449 -2.033 -3.773
H -0.124 -0.136 -2.277
N -0.665 1.373 -4.343
C 0.265 1.307 -5.293
C 0.232 2.059 -6.456
C -0.828 2.930 -6.645
C -1.806 3.011 -5.668
C -1.677 2.215 -4.540
H 1.078 0.613 -5.106
H 1.018 1.965 -7.192
H -0.892 3.535 -7.540
H -2.651 3.676 -5.774
H -2.419 2.250 -3.750
```

**E**: -39754.1302 eV
**Maximum force**: 1.65 eV/A
**Total charge**: 0
**HOMO energy**: -9.7 eV


Record 9
# C14H22N4O3S2

C14H22N4O3S2 in the gas phase at a distorted geometry (ωB97M-V/def2-TZVPD, the OMol25 dataset).

The geometry in XYZ format:
```
45
C14H22N4O3S2 | the OMol25 dataset | ωB97M-V/def2-TZVPD
C -5.098 -3.548 2.383
H -5.986 -2.982 2.081
O -3.969 -2.711 2.477
C -3.640 -2.092 1.261
C -2.418 -1.205 1.423
O -1.939 -0.574 0.504
N -1.914 -1.182 2.680
C -0.803 -0.454 3.013
N -0.266 -0.441 4.185
N 0.809 0.327 4.263
C 1.117 0.916 3.158
S 2.471 1.973 3.011
C 2.356 2.372 1.233
H 3.193 3.042 1.035
H 1.420 2.901 1.081
C 2.532 1.086 0.420
O 3.286 0.230 0.843
N 1.835 0.933 -0.729
C 1.023 1.965 -1.356
C 1.840 2.808 -2.342
H 2.788 3.096 -1.894
H 1.288 3.710 -2.594
H 2.044 2.268 -3.260
H 0.676 2.642 -0.572
C -0.241 1.377 -1.994
C 0.060 0.181 -2.883
C 0.741 -0.871 -2.019
C 2.041 -0.347 -1.413
C 3.187 -0.279 -2.426
H 4.062 0.163 -1.957
H 3.443 -1.286 -2.744
H 2.927 0.301 -3.305
H 2.357 -1.040 -0.625
H 0.965 -1.769 -2.597
H 0.057 -1.142 -1.213
H 0.695 0.465 -3.723
H -0.870 -0.217 -3.289
H -0.739 2.168 -2.557
H -0.911 1.047 -1.198
S 0.008 0.541 1.826
H -2.355 -1.744 3.398
H -3.421 -2.836 0.480
H -4.469 -1.465 0.895
H -4.930 -4.358 1.664
H -5.252 -3.968 3.375
```

**SMILES**: COCC(=O)Nc1nnc(SCC(=O)N2[C@H](C)CCC[C@@H]2C)s1
**ΔE to the lowest compared entry with this formula, charge and spin**: 1.6 kcal/mol
**E**: -48648.4682 eV
**Maximum force**: 1.95 eV/A
**Total charge**: 0
**HOMO energy**: -8.1 eV


Record 10
# C14H22N6NiO7P2Se

A molecular structure, C14H22N6NiO7P2Se at a distorted geometry (ωB97M-V/def2-TZVPD, the OMol25 dataset).

The geometry in XYZ format:
```
53
C14H22N6NiO7P2Se | the OMol25 dataset | ωB97M-V/def2-TZVPD
Ni 0.002 -0.372 -0.237
O -0.202 -1.252 3.673
P 0.046 -0.883 2.148
O -0.653 -1.876 1.229
O -0.394 0.510 1.839
O 1.640 -1.074 2.024
P 2.428 -0.901 0.573
O 1.761 -2.115 -0.278
O 3.859 -1.052 0.809
O 1.835 0.302 -0.137
H 0.440 -1.901 3.995
H 2.064 -2.996 -0.025
C -4.137 -1.203 -3.390
N -3.972 -1.115 -1.956
C -2.814 -1.314 -1.288
Se -1.117 -1.491 -2.019
N -3.071 -1.242 0.027
C -4.401 -0.931 0.231
C -5.125 -0.664 1.381
C -6.454 -0.311 1.218
C -7.035 -0.232 -0.050
C -6.312 -0.495 -1.201
C -4.981 -0.846 -1.038
H -3.228 -1.622 -3.813
H -4.311 -0.217 -3.824
H -4.980 -1.853 -3.622
H -2.351 -1.531 0.715
H -4.655 -0.711 2.354
H -7.055 -0.090 2.089
H -8.073 0.061 -0.136
H -6.769 -0.421 -2.179
C 0.293 2.676 -0.251
N -0.654 1.704 -0.882
C -0.678 1.986 -2.336
N -1.081 3.358 -2.614
C -0.136 4.266 -1.954
N -0.109 4.049 -0.511
C -1.448 4.262 0.028
N -2.423 3.362 -0.597
C -2.012 1.988 -0.347
C -2.406 3.593 -2.041
H 1.286 2.499 -0.655
H 0.309 2.483 0.820
H -1.381 1.306 -2.820
H 0.319 1.811 -2.742
H -0.436 5.296 -2.158
H 0.862 4.098 -2.361
H -1.754 5.294 -0.156
H -1.433 4.078 1.104
H -2.727 1.332 -0.848
H -2.004 1.792 0.724
H -2.697 4.628 -2.235
H -3.127 2.925 -2.518
```

**Multiplicity**: 3
**E**: -163123.9150 eV
**Maximum force**: 2.45 eV/A
**Total charge**: 0
**HOMO energy (alpha / beta)**: -8.6 / -8.6 eV